# C21H26BrN8O4Pt

A molecular structure, C21H26BrN8O4Pt (ωB97M-V with the def2-TZVPD basis set, the Open Molecules 2025 dataset).

Structure (XYZ):
```
61
Properties=species:S:1:pos:R:3:forces:R:3
Pt 11.003 11.368 10.112 0.298 -1.659 0.373
N 12.043 11.809 11.820 0.462 1.512 2.130
C 13.448 11.401 12.081 0.439 -0.981 0.873
C 14.431 12.181 11.298 0.494 1.520 -0.714
C 14.576 11.560 9.932 -0.271 0.481 -1.358
C 15.932 11.814 9.241 0.026 -0.598 2.132
N 16.405 13.217 9.393 -2.113 -0.163 -1.524
C 17.164 13.670 10.350 0.955 1.034 1.090
N 17.150 14.919 10.840 -0.927 -0.186 -0.983
N 18.074 12.865 10.823 1.026 -1.624 0.184
C 13.866 11.333 13.592 -2.257 0.426 1.335
O 15.069 11.368 13.818 1.582 -0.036 -0.084
O 12.933 11.197 14.435 0.123 0.238 -1.158
H 12.096 12.834 11.879 0.012 0.020 -0.290
H 11.622 11.651 12.769 -0.152 -0.672 -0.863
H 13.685 10.350 11.856 -1.003 0.051 -0.341
H 15.365 12.130 11.887 -0.223 0.094 -0.270
H 14.103 13.255 11.178 0.360 -0.788 0.324
H 13.773 11.918 9.267 -0.017 -0.274 0.194
H 14.463 10.471 10.061 0.138 0.284 -0.513
H 15.955 11.405 8.242 0.309 0.431 -0.319
H 16.537 11.220 9.918 0.694 -0.338 -0.462
H 15.688 13.851 9.094 -0.337 0.624 -0.167
H 16.299 15.438 10.595 0.584 0.275 0.558
H 17.754 15.115 11.632 -0.668 0.199 -0.339
H 18.068 11.972 10.373 0.590 -0.416 0.264
H 18.848 13.122 11.401 -0.113 0.119 0.218
Br 14.246 16.401 9.419 -0.446 -0.331 -1.070
C 13.233 15.399 8.010 0.536 -0.241 0.559
C 13.893 15.280 6.795 0.134 -0.545 -0.243
C 13.441 14.338 5.836 -2.112 1.541 2.532
C 12.119 13.786 6.058 1.997 0.027 -0.029
C 11.453 14.010 7.266 0.653 -0.432 -1.274
C 12.050 14.724 8.287 1.169 1.247 -0.486
C 11.271 14.884 9.553 1.474 0.708 1.326
O 11.894 15.425 10.516 -1.337 -0.927 -0.596
O 10.135 14.445 9.411 -1.817 -0.367 1.223
H 14.772 15.910 6.608 -0.231 -0.571 0.080
H 14.142 14.271 5.052 -0.067 -0.730 -1.456
H 11.687 13.095 5.347 -0.011 0.053 -0.200
H 10.467 13.605 7.486 0.285 0.017 -0.179
N 14.405 7.163 8.394 -0.921 0.217 0.695
C 13.387 7.351 8.948 1.759 -0.142 -0.876
N 12.187 7.511 9.402 -0.738 -1.038 -0.124
C 11.784 8.343 10.284 1.184 -1.089 -1.421
N 11.335 9.119 10.998 -1.259 2.027 1.726
C 7.751 11.460 9.360 -0.262 -0.911 -0.563
C 8.580 10.634 8.450 -0.350 0.442 -0.230
C 8.046 10.034 7.222 2.630 0.206 0.558
C 9.233 9.716 6.535 -3.499 -0.876 -0.127
C 10.312 9.988 7.383 2.716 0.846 0.487
C 11.760 9.752 7.146 -0.567 -0.819 -0.245
N 9.967 10.570 8.531 -3.199 0.568 -0.585
H 6.737 11.580 8.886 1.052 0.310 0.797
H 8.328 12.337 9.602 -0.161 0.940 -0.223
H 7.690 10.974 10.323 -0.368 -0.387 0.400
H 6.981 9.884 7.004 0.791 0.173 -0.081
H 9.206 9.181 5.599 0.588 0.079 -0.120
H 11.840 9.266 6.160 0.564 0.100 0.504
H 12.073 9.101 7.984 0.043 0.056 -0.822
H 12.383 10.639 7.240 -0.236 0.277 -0.222
```
Forces are in eV/Å.

Computed properties:
Energy above the lowest of the compared OMol25 structures with the same formula, charge and spin   76.6 kcal/mol
Max |F|   0.0708 hartree/bohr
E_tot   -115597.3324 eV
2S+1   3
Orbital gap (alpha / beta)   6.29 / 5.54 eV
Total charge   -1
Highest occupied orbital energy (alpha / beta)   -4.7253 / -5.2415 eV

=====

# C31H48Cl2N3NdO4Si

A molecular structure, C31H48Cl2N3NdO4Si (ωB97M-V with the def2-TZVPD basis set, the Open Molecules 2025 dataset).

Structure (XYZ):
```
90
Properties=species:S:1:pos:R:3:forces:R:3
C 1.243 2.017 -3.659 0.116 -0.168 -0.208
C 0.742 2.998 -2.641 -0.377 0.857 0.121
H 1.082 2.364 -4.687 0.081 -0.182 0.308
H 0.763 1.031 -3.540 0.207 0.306 0.066
H 2.329 1.881 -3.522 -0.310 -0.078 -0.044
C 0.196 4.185 -2.941 0.341 -0.621 0.075
C 0.003 4.715 -4.317 -0.148 0.428 -0.569
H -0.119 4.856 -2.143 0.100 -0.151 0.006
H 0.076 3.967 -5.116 -0.053 0.155 0.307
H 0.746 5.492 -4.540 -0.110 -0.046 -0.003
H -0.980 5.196 -4.403 0.108 -0.045 -0.059
Nd -0.547 -0.476 -0.050 -0.286 1.463 -0.900
Cl -0.339 -1.804 -2.267 -0.107 -0.404 -0.051
C -0.189 1.498 2.414 -0.596 -0.531 -0.519
O -1.146 0.810 1.947 0.994 0.845 0.722
N -0.330 2.336 3.430 -0.218 0.104 0.219
C -1.642 2.515 4.044 0.178 0.117 0.064
C 0.754 3.137 3.991 0.053 -0.045 -0.016
H 0.817 1.375 1.975 -0.280 0.370 0.367
H -2.335 1.799 3.598 0.095 0.191 0.156
H -1.986 3.545 3.881 0.017 -0.224 -0.025
H -1.549 2.352 5.125 -0.111 -0.036 -0.198
H 1.694 2.938 3.463 -0.300 0.020 0.089
H 0.873 2.908 5.060 0.009 -0.099 -0.273
H 0.514 4.205 3.909 0.055 -0.270 -0.135
H -0.756 -4.670 4.002 0.025 0.113 -0.205
H 1.131 -5.944 2.776 -0.040 0.218 -0.218
C -1.224 -4.604 3.013 0.075 -0.114 0.021
C 0.712 -5.643 1.808 -0.008 0.034 -0.087
N -0.199 -4.515 1.974 -0.063 -0.046 -0.029
H -1.859 -3.718 2.959 0.120 -0.207 0.001
C -0.153 -3.473 1.151 -0.942 1.148 0.309
O -0.969 -2.506 1.218 1.152 -1.569 0.023
H 1.516 -5.334 1.131 -0.137 -0.218 0.210
H 0.661 -3.478 0.405 -0.259 -0.086 0.208
H -1.821 -5.512 2.872 0.034 0.183 -0.091
H 0.188 -6.513 1.383 0.099 0.268 0.072
H -1.613 1.469 -3.180 -0.339 -0.183 0.199
H -2.733 3.862 -2.093 -0.237 -0.336 0.024
C -2.647 1.127 -3.007 0.250 0.069 -0.138
C -3.609 3.194 -2.016 0.059 0.086 0.127
N -3.206 1.805 -1.837 -0.264 -0.148 0.364
H -2.655 0.042 -2.858 0.050 0.345 -0.004
C -3.308 1.210 -0.647 0.669 -0.696 -0.596
O -2.912 0.038 -0.414 -0.584 1.309 -0.109
H -4.219 3.491 -1.152 0.144 0.064 -0.310
H -3.760 1.840 0.140 0.084 -0.252 -0.168
H -3.255 1.400 -3.880 0.063 -0.154 0.219
H -4.196 3.285 -2.940 0.073 -0.008 0.317
O -0.141 1.521 -1.068 -0.896 -1.313 0.704
C 0.819 2.487 -1.212 0.188 0.025 0.487
C -0.558 4.031 0.302 0.163 0.014 0.080
C 0.690 3.563 -0.118 0.262 -0.218 -0.468
H -1.455 3.513 -0.052 0.328 0.236 0.075
C -0.637 5.131 1.160 -0.130 -0.120 -0.146
H 1.821 2.036 -1.098 0.073 0.108 0.120
C 1.851 4.099 0.449 -0.182 0.095 -0.186
H -1.617 5.493 1.482 0.302 0.004 -0.133
C 0.527 5.776 1.577 0.178 0.051 0.061
C 1.773 5.231 1.258 0.070 -0.051 0.048
H 2.813 3.623 0.218 -0.339 0.358 0.007
H 0.475 6.705 2.148 -0.039 -0.332 -0.015
H 2.694 5.684 1.635 -0.342 -0.074 -0.076
Si 0.165 -4.467 -4.387 -0.037 -0.254 -0.645
Cl 0.424 -2.586 -5.269 0.077 -0.346 -0.192
C -1.667 -4.703 -4.029 0.137 0.131 0.223
C 1.449 -4.728 -3.046 -0.096 0.077 0.220
C 0.557 -5.704 -5.758 0.015 0.112 0.074
H -2.087 -3.876 -3.445 0.101 -0.226 -0.105
H -1.835 -5.650 -3.493 0.020 0.221 -0.107
H -2.191 -4.764 -4.996 0.158 0.045 0.277
H -0.171 -5.600 -6.570 0.107 -0.038 0.083
H 0.520 -6.738 -5.392 -0.015 0.164 -0.033
H 1.553 -5.522 -6.172 -0.077 -0.043 0.033
H 1.422 -3.938 -2.282 0.017 -0.237 -0.257
H 2.444 -4.735 -3.519 -0.304 0.021 0.149
H 1.294 -5.709 -2.564 0.042 0.258 -0.139
C 1.749 -0.403 0.758 0.679 -0.645 1.574
C 1.873 -0.809 1.929 0.240 0.533 -1.842
C 2.111 -1.303 3.240 -0.296 -0.219 0.644
C 3.409 -1.615 3.677 -0.186 -0.154 0.158
C 3.595 -2.220 4.918 -0.262 0.048 0.129
C 2.493 -2.485 5.744 -0.069 0.073 -0.053
C 1.200 -2.124 5.337 0.247 0.012 0.041
C 1.010 -1.528 4.095 0.293 -0.083 -0.097
H 4.250 -1.391 3.023 -0.190 -0.127 0.147
H 4.602 -2.488 5.245 -0.338 0.093 -0.075
H 2.636 -2.958 6.719 0.004 0.140 -0.324
H 0.339 -2.303 5.988 0.363 0.036 -0.188
H 0.015 -1.242 3.746 0.249 -0.150 0.105
```
Forces are in eV/Å.

Computed properties:
Energy above the lowest of the compared OMol25 structures with the same formula, charge and spin   0.0 kcal/mol
Max |F|   0.0379 hartree/bohr
E_tot   -93790.3733 eV
2S+1   4
Orbital gap (alpha / beta)   8.30 / 8.35 eV
Highest occupied orbital energy (alpha / beta)   -7.9425 / -7.9868 eV

=====

# C16H14BCdClO2

A molecular structure, C16H14BCdClO2 (ωB97M-V with the def2-TZVPD basis set, the Open Molecules 2025 dataset).

Structure (XYZ):
```
35
Properties=species:S:1:pos:R:3:forces:R:3
C -2.626 -1.567 -1.665 0.528 0.257 0.122
C -1.930 -1.748 -2.922 -0.282 0.701 -0.459
C -1.716 -0.477 -3.490 -0.564 -0.710 0.568
H -1.626 -2.711 -3.335 -0.200 0.348 0.016
C -2.200 0.514 -2.574 -0.307 -0.624 0.090
C -2.711 -0.135 -1.449 -0.660 0.174 -0.611
H -3.072 0.343 -0.536 -0.090 -0.146 -0.386
H -3.214 -2.324 -1.143 -0.157 0.108 -0.266
H -1.330 -0.276 -4.487 0.262 -0.098 0.442
H -2.221 1.589 -2.761 0.299 -0.313 0.232
Cd -1.016 -1.799 -0.132 1.284 1.170 -0.827
Cl 0.766 -3.186 0.615 0.410 -1.410 0.383
C 2.679 -0.383 -1.420 -0.232 -0.240 -0.913
C 2.333 0.849 -2.032 -0.015 -0.540 -0.564
C 1.948 0.578 -3.384 0.692 -0.375 0.470
H 2.389 1.830 -1.560 -0.178 -0.188 -0.071
C 2.092 -0.819 -3.616 0.362 0.277 0.962
C 2.535 -1.423 -2.391 -0.166 0.918 -0.338
H 2.713 -2.485 -2.220 -0.116 0.254 -0.012
H 2.942 -0.531 -0.381 -0.004 0.017 0.018
H 1.700 1.321 -4.137 -0.118 -0.039 0.090
H 1.939 -1.325 -4.567 -0.109 0.015 0.156
O -1.184 -0.218 2.143 -0.062 0.715 0.510
B -0.204 -0.082 1.093 -0.956 -0.324 -0.615
O 0.701 0.908 1.478 -0.006 0.792 0.681
C 0.353 1.311 2.752 0.071 -0.795 -0.007
C 1.081 2.037 3.678 -0.009 0.119 0.212
C 0.705 1.920 5.033 0.002 0.189 -0.181
C -0.395 1.154 5.417 -0.164 0.244 -0.175
C -1.196 0.517 4.457 0.252 0.310 0.330
C -0.786 0.598 3.143 0.369 -0.412 0.568
H 1.940 2.640 3.382 -0.109 -0.332 0.057
H 1.302 2.423 5.801 -0.194 -0.137 -0.296
H -0.635 1.043 6.472 0.014 0.091 -0.122
H -2.054 -0.085 4.739 0.153 -0.015 -0.064
```
Forces are in eV/Å.

Computed properties:
Energy above the lowest of the compared OMol25 structures with the same formula, charge and spin   0.0 kcal/mol
Max |F|   0.0374 hartree/bohr
E_tot   -38676.7993 eV
Orbital gap   4.41 eV
Total charge   -2
Highest occupied orbital energy   0.3750 eV

=====

# C17H17N3O4

C17H17N3O4 in the gas phase (ωB97M-V with the def2-TZVPD basis set, the Open Molecules 2025 dataset).

Structure (XYZ):
```
41
Properties=species:S:1:pos:R:3:forces:R:3
N 1.607 2.420 0.335 -0.098 0.338 0.214
C 1.904 1.136 0.009 -0.536 0.665 0.095
N 1.161 0.226 -0.493 0.621 -1.052 -0.456
O -0.184 0.380 -0.850 -0.169 -0.123 0.529
C -0.759 1.444 -1.395 -0.299 0.635 -0.478
O -0.231 2.514 -1.604 -0.029 -0.172 -0.061
C -2.204 1.141 -1.707 -0.017 0.129 0.055
C -3.106 1.680 -0.587 0.136 -0.041 0.056
H -4.140 1.651 -0.935 -0.001 0.057 0.004
H -2.844 2.722 -0.390 -0.068 0.023 -0.049
C -2.990 0.861 0.705 -0.142 0.102 -0.117
C -3.527 -0.531 0.517 0.090 0.039 0.133
C -4.899 -0.755 0.526 0.020 -0.008 -0.010
C -5.407 -2.024 0.317 -0.105 -0.008 -0.017
C -4.549 -3.087 0.092 -0.021 -0.108 -0.022
C -3.182 -2.874 0.082 0.012 -0.101 -0.029
C -2.674 -1.603 0.293 -0.010 -0.007 0.039
H -1.605 -1.443 0.282 0.108 0.036 0.008
H -2.506 -3.699 -0.091 0.054 -0.070 -0.011
H -4.946 -4.078 -0.073 -0.028 -0.076 -0.009
H -6.476 -2.184 0.329 -0.080 -0.015 0.008
H -5.572 0.071 0.705 -0.072 0.096 0.029
H -3.560 1.369 1.487 0.077 -0.011 0.033
H -1.947 0.815 1.021 -0.009 0.032 0.096
H -2.342 0.065 -1.810 -0.019 0.033 -0.092
H -2.451 1.642 -2.643 0.093 -0.057 0.014
C 3.259 0.642 0.359 0.426 -0.105 0.122
C 3.847 -0.354 -0.410 0.170 -0.134 -0.064
C 5.114 -0.808 -0.079 -0.553 0.917 0.728
C 5.810 -0.295 1.010 0.036 -0.194 -0.173
C 5.213 0.686 1.778 -0.024 -0.010 -0.064
C 3.948 1.153 1.457 -0.104 -0.027 -0.123
H 3.488 1.903 2.083 -0.049 0.068 0.048
H 5.733 1.090 2.633 0.047 0.017 0.066
H 6.795 -0.672 1.235 0.016 -0.007 0.009
N 5.730 -1.839 -0.886 0.205 -0.312 -0.272
O 5.131 -2.220 -1.865 -0.140 -0.135 -0.264
O 6.812 -2.254 -0.530 0.285 -0.141 0.058
H 3.320 -0.773 -1.252 -0.001 0.002 -0.030
H 2.383 3.032 0.532 0.007 -0.117 -0.042
H 0.846 2.850 -0.187 0.173 -0.159 0.041
```
Forces are in eV/Å.

Computed properties:
Energy above the lowest of the compared OMol25 structures with the same formula, charge and spin   67.8 kcal/mol
Max |F|   0.0254 hartree/bohr
E_tot   -30561.6676 eV
Orbital gap   8.56 eV
Highest occupied orbital energy   -9.1655 eV
Structure (SMILES)   N/C(=N\OC(=O)CCCc1ccccc1)c1cccc([N+](=O)[O-])c1

=====

Which formula does entry 1 have?
C21H26BrN8O4Pt

=====

Copy entry 4 word for word.
# C17H17N3O4

C17H17N3O4 in the gas phase (ωB97M-V with the def2-TZVPD basis set, the Open Molecules 2025 dataset).

Structure (XYZ):
```
41
Properties=species:S:1:pos:R:3:forces:R:3
N 1.607 2.420 0.335 -0.098 0.338 0.214
C 1.904 1.136 0.009 -0.536 0.665 0.095
N 1.161 0.226 -0.493 0.621 -1.052 -0.456
O -0.184 0.380 -0.850 -0.169 -0.123 0.529
C -0.759 1.444 -1.395 -0.299 0.635 -0.478
O -0.231 2.514 -1.604 -0.029 -0.172 -0.061
C -2.204 1.141 -1.707 -0.017 0.129 0.055
C -3.106 1.680 -0.587 0.136 -0.041 0.056
H -4.140 1.651 -0.935 -0.001 0.057 0.004
H -2.844 2.722 -0.390 -0.068 0.023 -0.049
C -2.990 0.861 0.705 -0.142 0.102 -0.117
C -3.527 -0.531 0.517 0.090 0.039 0.133
C -4.899 -0.755 0.526 0.020 -0.008 -0.010
C -5.407 -2.024 0.317 -0.105 -0.008 -0.017
C -4.549 -3.087 0.092 -0.021 -0.108 -0.022
C -3.182 -2.874 0.082 0.012 -0.101 -0.029
C -2.674 -1.603 0.293 -0.010 -0.007 0.039
H -1.605 -1.443 0.282 0.108 0.036 0.008
H -2.506 -3.699 -0.091 0.054 -0.070 -0.011
H -4.946 -4.078 -0.073 -0.028 -0.076 -0.009
H -6.476 -2.184 0.329 -0.080 -0.015 0.008
H -5.572 0.071 0.705 -0.072 0.096 0.029
H -3.560 1.369 1.487 0.077 -0.011 0.033
H -1.947 0.815 1.021 -0.009 0.032 0.096
H -2.342 0.065 -1.810 -0.019 0.033 -0.092
H -2.451 1.642 -2.643 0.093 -0.057 0.014
C 3.259 0.642 0.359 0.426 -0.105 0.122
C 3.847 -0.354 -0.410 0.170 -0.134 -0.064
C 5.114 -0.808 -0.079 -0.553 0.917 0.728
C 5.810 -0.295 1.010 0.036 -0.194 -0.173
C 5.213 0.686 1.778 -0.024 -0.010 -0.064
C 3.948 1.153 1.457 -0.104 -0.027 -0.123
H 3.488 1.903 2.083 -0.049 0.068 0.048
H 5.733 1.090 2.633 0.047 0.017 0.066
H 6.795 -0.672 1.235 0.016 -0.007 0.009
N 5.730 -1.839 -0.886 0.205 -0.312 -0.272
O 5.131 -2.220 -1.865 -0.140 -0.135 -0.264
O 6.812 -2.254 -0.530 0.285 -0.141 0.058
H 3.320 -0.773 -1.252 -0.001 0.002 -0.030
H 2.383 3.032 0.532 0.007 -0.117 -0.042
H 0.846 2.850 -0.187 0.173 -0.159 0.041
```
Forces are in eV/Å.

Computed properties:
Energy above the lowest of the compared OMol25 structures with the same formula, charge and spin   67.8 kcal/mol
Max |F|   0.0254 hartree/bohr
E_tot   -30561.6676 eV
Orbital gap   8.56 eV
Highest occupied orbital energy   -9.1655 eV
Structure (SMILES)   N/C(=N\OC(=O)CCCc1ccccc1)c1cccc([N+](=O)[O-])c1